[1]
The following is a quantum chemistry calculation of a molecular structure, C4H8N2O, from the OMol25 dataset.

Properties
* ΔE to the lowest compared entry with this formula, charge and spin: 100.0 kcal per mole
* E_LUMO (spin up / spin down): 0.029 / 0.029 Eh
* energy: -341.8443 Eh

The geometry in ORCA input format:
```
! RIJCOSX wB97M-V def2-TZVPD def2/J DEFGRID3
* xyz 0 1
H 1.168 -1.499 0.424
H -0.420 2.653 -2.021
C -0.445 1.135 -0.638
C -0.944 -1.057 0.536
H 1.099 2.049 -1.552
H -1.913 -1.295 0.077
O -0.929 -0.152 1.392
H 0.105 -2.706 1.161
N 0.113 1.868 -1.674
C 0.195 -2.003 0.324
H -1.509 0.952 -0.708
H 0.147 -2.570 -0.611
H 1.547 0.892 1.911
N 1.482 0.805 0.895
C 0.303 0.929 0.487
*
```

These are the Löwdin partial charges, in e, on atoms 1 to 8:
1. H 0.07
2. H 0.08
3. C -0.19
4. C -0.29
5. H 0.09
6. H 0.12
7. O -0.05
8. H 0.09

---

[2]
The following is a quantum chemistry calculation of C3H2NO2P in the gas phase at a distorted geometry, from the OMol25 dataset.

Properties
* ΔE to the lowest compared entry with this formula, charge and spin: 38.5 kcal per mole
* E_LUMO: -0.042 Eh
* energy: -662.0259 Eh

The geometry in ORCA input format:
```
! RIJCOSX wB97M-V def2-TZVPD def2/J DEFGRID3
* xyz 0 1
H 2.095 1.432 -1.435
C 1.201 0.970 -1.192
C 0.189 0.395 -1.389
O -1.331 -0.270 1.044
C -0.126 -0.344 1.528
O 0.685 -1.153 1.156
P -1.772 -1.010 -0.440
N -0.789 -0.454 -1.520
H -0.152 0.434 2.248
*
```

These are the Löwdin partial charges, in e, on atoms 1 to 8:
1. H 0.02
2. C 0.13
3. C -0.36
4. O -0.29
5. C -0.47
6. O 0.05
7. P 1.04
8. N -0.25

---

The highest ΔE to the lowest compared entry with this formula, charge and spin belongs to which entry?
C4H8N2O